Entry 1:
This record from OMol25 describes C34H39AlN8PS as an isolated structure in a non-equilibrium geometry. The level of theory is ωB97M-V with the def2-TZVPD basis set.

Each line ends with the Löwdin charge.
CARTESIAN COORDINATES (ANGSTROEM)
Al: -0.23516 1.09834 0.60901  0.008
N: -0.93061 1.27692 2.58804  0.109
C: 0.11067 0.81219 3.46864  -0.223
C: -0.09881 0.51865 4.79698  0.028
C: 0.93814 -0.07344 5.48316  -0.033
C: 2.14832 -0.41133 4.93399  0.012
C: 2.39865 -0.07583 3.60802  -0.146
C: 3.69524 -0.25047 3.00959  0.014
C: 3.92964 0.31539 1.82988  0.019
C: 2.78218 0.84941 1.04115  -0.027
N: 1.56026 0.76694 1.46058  0.048
C: 1.32967 0.51441 2.85835  -0.139
H: -1.75699 0.71590 2.65266  0.096
H: -1.15376 2.23243 2.77472  0.113
H: -1.03547 0.70534 5.24704  0.128
H: 0.71998 -0.29652 6.54360  0.144
H: 2.96789 -0.75088 5.62217  0.161
H: 4.50163 -0.72426 3.50911  0.134
H: 4.97912 0.44724 1.47756  0.144
H: 2.82758 1.17039 0.00177  0.124
N: 0.71849 2.67413 -2.04607  -0.052
P: 0.21167 1.08272 -1.80440  1.040
C: -1.15862 0.72149 -2.90660  -0.361
C: -1.27021 -0.62657 -3.28271  -0.094
C: -2.28557 -0.99709 -4.15994  -0.032
C: -3.18751 0.01067 -4.60403  -0.055
C: -3.10191 1.31696 -4.21324  -0.034
C: -2.06339 1.68661 -3.27643  -0.060
C: 1.63220 0.07544 -2.35919  -0.342
C: 1.90185 -1.13118 -1.71241  -0.129
C: 2.74637 -2.10766 -2.21372  -0.045
C: 3.28037 -1.83937 -3.48121  -0.045
C: 3.11993 -0.60607 -4.11604  -0.043
C: 2.29380 0.35373 -3.55375  -0.064
C: 0.80313 3.50587 -0.92300  -0.343
C: 1.25368 4.80416 -1.06370  0.011
C: 1.58768 5.59843 0.00973  0.039
C: 1.51076 5.00090 1.30632  -0.008
C: 0.98282 3.79478 1.32485  -0.132
N: 0.58512 3.01341 0.28621  0.048
H: 1.16135 2.99647 -2.90645  0.134
H: -0.67248 -1.40358 -2.94538  0.081
H: -2.47820 -2.03400 -4.41692  0.117
H: -3.99389 -0.17327 -5.39694  0.150
H: -3.75611 2.01097 -4.63661  0.099
H: -2.02545 2.66746 -2.93645  0.086
H: 1.45749 -1.21654 -0.74132  0.057
H: 2.99777 -3.09493 -1.80254  0.116
H: 3.90157 -2.59198 -4.07323  0.149
H: 3.68907 -0.46262 -5.03254  0.127
H: 2.19830 1.24389 -4.12363  0.102
H: 1.31601 5.04324 -2.12923  0.138
H: 1.86896 6.62673 -0.24840  0.143
H: 1.87466 5.51386 2.17206  0.129
H: 0.83858 3.32731 2.26115  0.103
N: -3.09067 1.09845 -0.25767  -0.001
C: -4.25730 1.66353 0.04296  -0.031
C: -4.01519 2.91996 0.54591  -0.005
C: -2.63407 3.00981 0.68633  -0.076
N: -2.09571 1.88504 0.14949  -0.071
H: -2.90351 0.14991 -0.55455  0.069
H: -5.08273 1.05948 -0.19746  0.134
H: -4.83486 3.54432 0.98861  0.148
H: -2.02388 3.83422 1.05089  0.131
C: -3.03419 -3.24986 -0.51614  -0.087
N: -1.81288 -3.65242 0.15814  -0.174
C: -1.89287 -5.00663 0.76118  -0.014
C: -0.92353 -2.72655 0.55560  -0.623
S: -1.44058 -1.08952 0.69329  0.875
N: 0.26363 -3.17595 0.96513  -0.192
C: 0.81675 -4.38640 0.43787  -0.042
C: 1.01563 -2.55933 2.02387  -0.039
H: -3.85917 -3.04854 0.26457  0.134
H: -3.41578 -3.97238 -1.24479  0.106
H: -2.92111 -2.39739 -1.20284  0.057
H: -2.94698 -5.17880 1.12569  0.125
H: -1.29565 -5.07784 1.67336  0.095
H: -1.69201 -5.82976 0.06772  0.113
H: 0.37956 -4.55874 -0.55111  0.113
H: 0.60233 -5.25549 1.09011  0.107
H: 1.89417 -4.30841 0.33189  0.102
H: 0.41489 -1.96833 2.76462  0.101
H: 1.82271 -1.94649 1.70746  0.067
H: 1.34660 -3.40107 2.66964  0.130

Computed properties:
charge: +3
molar mass: 649.77 g mol⁻¹
E_LUMO: -8.336 eV
gap between HOMO and LUMO: 8.23 eV
ΔE to the lowest compared entry with this formula, charge and spin: 2.176 eV

---

Entry 2:
This record from OMol25 describes C34H39AsN4OPtTe as an isolated structure. The level of theory is ωB97M-V with the def2-TZVPD basis set.

Each line ends with the Löwdin charge.
CARTESIAN COORDINATES (ANGSTROEM)
Pt: 0.18665 1.70188 -0.81179  0.581
C: 2.23860 -3.67571 -3.61759  -0.047
C: 2.48927 -3.27331 -2.31221  -0.057
C: 1.67614 -2.32428 -1.71410  -0.111
C: 0.60826 -1.78510 -2.42605  -0.394
C: 0.34524 -2.19575 -3.72704  -0.101
C: 1.17009 -3.14012 -4.32255  -0.051
As: -0.50173 -0.47762 -1.55792  1.217
C: -2.04643 -0.21235 -2.66393  -0.328
C: -2.14953 0.48669 -3.85716  -0.109
C: -3.37694 0.54810 -4.50134  -0.056
C: -4.48431 -0.08072 -3.94375  -0.040
C: -4.38298 -0.76983 -2.74521  0.003
C: -3.15816 -0.84295 -2.08870  -0.181
C: -2.91184 -1.52142 -0.79502  -0.183
C: -3.86501 -2.20925 -0.05231  0.002
C: -3.50692 -2.79523 1.15323  -0.038
C: -2.20568 -2.70305 1.62903  -0.057
C: -1.24364 -2.02143 0.89879  -0.085
C: -1.60128 -1.43732 -0.30523  -0.290
H: 2.87541 -4.41490 -4.08370  0.118
H: 3.31802 -3.69980 -1.76385  0.116
H: 1.88406 -1.99907 -0.69911  0.095
H: -0.49834 -1.79312 -4.27447  0.105
H: 0.97230 -3.46304 -5.33549  0.119
H: -1.29073 0.98099 -4.29879  0.070
H: -3.47036 1.08047 -5.43780  0.116
H: -5.43782 -0.03426 -4.45190  0.119
H: -5.25838 -1.25069 -2.33083  0.117
H: -4.88202 -2.29771 -0.40814  0.117
H: -4.24957 -3.33431 1.72550  0.119
H: -1.94100 -3.17017 2.56908  0.103
H: -0.22917 -1.95660 1.27213  0.073
C: 2.90721 3.51062 -2.50168  -0.364
Te: 1.23034 2.35420 -3.10218  1.280
C: 2.49784 0.73800 -3.64388  -0.366
H: 3.61223 2.84948 -2.00581  0.025
H: 2.59017 4.30670 -1.84166  -0.021
H: 3.34665 3.93791 -3.39939  0.027
H: 3.02568 1.04698 -4.54285  0.028
H: 1.91320 -0.15328 -3.84518  -0.017
H: 3.19165 0.56381 -2.82647  0.026
C: 0.77503 -2.88184 3.64465  -0.060
C: 1.94205 -2.10149 3.04984  -0.194
N: 2.42473 -1.01423 3.89627  -0.050
C: 3.63508 -1.24924 4.69391  -0.182
C: 3.44448 -2.28541 5.79040  -0.064
C: 1.74061 0.12751 4.09778  -0.429
O: 2.02085 0.97978 4.92167  0.102
C: 0.53902 0.44158 3.23218  -0.097
C: -0.68147 0.70745 3.84533  0.042
C: -1.71873 1.21460 3.08889  0.001
C: -1.50580 1.48756 1.74963  -0.102
N: -0.34010 1.23328 1.15282  -0.138
C: 0.65987 0.70058 1.88086  -0.087
H: 0.48050 -3.69084 2.97449  0.084
H: -0.08993 -2.23444 3.80304  0.065
H: 1.04545 -3.31749 4.60400  0.077
H: 1.67299 -1.70971 2.06534  0.077
H: 2.79064 -2.76557 2.88457  0.129
H: 3.91831 -0.29276 5.12511  0.119
H: 4.42467 -1.55766 4.00460  0.124
H: 2.62312 -2.00414 6.44951  0.087
H: 4.35090 -2.34960 6.39084  0.085
H: 3.24889 -3.27945 5.38694  0.069
H: -0.79461 0.54279 4.90875  0.145
H: -2.68037 1.43284 3.53011  0.126
H: -2.28382 1.92213 1.14046  0.109
H: 1.59285 0.52750 1.35870  0.122
C: -2.52718 3.62474 -1.09786  0.003
C: -1.28168 4.29708 -0.63681  -0.370
N: -0.06922 3.77061 -0.43879  -0.116
C: 0.77474 4.81227 -0.10537  -0.129
C: 0.06966 5.96592 -0.09024  -0.036
N: -1.21346 5.62054 -0.42666  0.131
H: -2.38668 2.54725 -1.16317  0.046
H: -2.79716 3.97541 -2.09564  0.101
H: -3.35993 3.84336 -0.42850  0.099
H: 1.80076 4.65380 0.16967  0.115
H: 0.35814 6.97446 0.14317  0.134
H: -1.99042 6.25736 -0.51313  0.181

Computed properties:
charge: +2
molar mass: 917.31 g mol⁻¹
E_LUMO: -5.579 eV
gap between HOMO and LUMO: 7.98 eV
ΔE to the lowest compared entry with this formula, charge and spin: 0.914 eV

---

Entry 3:
This record from OMol25 describes C34H39Cl3F5N6O3SY as an isolated structure in a non-equilibrium geometry. The level of theory is ωB97M-V with the def2-TZVPD basis set.

Each line ends with the Löwdin charge.
CARTESIAN COORDINATES (ANGSTROEM)
Y: -1.24904 0.99761 -0.33696  1.520
Cl: -2.39375 7.91483 -2.76718  0.712
C: -1.75487 6.41110 -2.33409  -0.691
C: -0.66543 5.78938 -3.01376  -0.088
C: -0.15866 4.59877 -2.60687  -0.647
Cl: 1.30720 4.03364 -3.18674  0.786
C: -0.83086 3.82743 -1.62137  -0.306
O: -0.56272 2.53926 -1.56161  -0.269
C: -1.87687 4.52254 -0.87750  -0.136
C: -2.52588 3.93928 0.19531  -0.105
O: -2.41477 2.70665 0.63738  -0.192
C: -2.20264 5.86141 -1.14432  -0.057
H: -0.28152 6.26072 -3.94243  0.128
H: -3.20653 4.54458 0.80199  0.143
H: -2.77153 6.44460 -0.46930  0.108
C: -1.84683 0.23855 -4.43720  -0.039
N: -1.76005 -0.91475 -3.55490  -0.148
C: -2.31658 -2.13668 -4.14737  -0.117
C: -1.92867 -3.19570 -3.15433  -0.127
N: -0.94411 -2.53818 -2.31790  -0.044
C: -0.17097 -3.37558 -1.39548  -0.001
C: -0.71706 -1.23733 -2.67478  -0.345
N: 0.05059 -0.42239 -2.02876  0.003
C: 1.47435 -0.54767 -2.13810  -0.222
C: 2.32987 -0.46676 -0.86293  -0.235
N: 2.50004 -1.74326 -0.22989  0.047
C: 3.48950 -2.06742 0.54917  -0.308
N: 4.81498 -1.47004 0.62760  -0.092
C: 5.48399 -1.08632 -0.60476  -0.064
C: 5.64489 -2.21239 1.59611  -0.164
C: 4.63966 -2.96901 2.39367  -0.131
N: 3.40937 -3.01141 1.55747  -0.110
C: 2.14799 -3.59687 1.92132  -0.058
H: -2.89759 0.37992 -4.73549  0.097
H: -1.23264 0.16533 -5.40346  0.121
H: -1.45771 1.15613 -3.99174  0.084
H: -1.96615 -2.34528 -5.17104  0.134
H: -3.40758 -1.93545 -4.20542  0.132
H: -1.59666 -4.15610 -3.57246  0.131
H: -2.80157 -3.53450 -2.58806  0.122
H: -0.78685 -3.79611 -0.62561  0.073
H: 0.67911 -2.74651 -0.95647  0.083
H: 0.17971 -4.24478 -1.86664  0.072
H: 1.89622 0.18667 -2.77126  0.094
H: 1.78623 -1.51561 -2.49133  0.106
H: 1.80541 0.17720 -0.09887  0.071
H: 3.31059 0.06933 -1.08453  0.115
H: 4.77539 -1.25972 -1.41337  0.074
H: 6.34496 -1.74263 -0.66274  0.072
H: 5.81799 -0.03299 -0.57018  0.097
H: 6.32184 -1.56648 2.19718  0.129
H: 6.37454 -2.89776 1.07693  0.121
H: 4.37086 -2.41888 3.37658  0.146
H: 4.85083 -3.98071 2.72190  0.110
H: 2.25765 -4.70114 2.04408  0.090
H: 1.46086 -3.44394 1.06481  0.060
H: 1.68306 -3.18289 2.84603  0.099
F: 4.84019 3.31341 5.94102  0.108
C: 4.20078 3.13507 4.78110  -0.187
C: 3.73426 1.89985 4.44773  -0.138
F: 4.09433 0.85623 5.24952  0.075
C: 2.87931 1.73761 3.34486  -0.228
F: 2.41555 0.50592 3.05798  0.050
C: 2.48838 2.84089 2.53300  -0.627
S: 1.30699 2.71959 1.30908  0.554
C: 3.22789 4.01477 2.81223  -0.277
F: 3.18095 5.00621 1.94994  0.085
C: 4.00393 4.18750 3.93588  -0.138
F: 4.64883 5.37451 4.14701  0.083
C: -5.00687 -1.00553 -0.94568  -0.076
C: -4.50388 0.27873 -1.43891  -0.217
O: -3.00102 0.26872 -1.42908  -0.259
H: -6.10403 -1.02158 -0.93816  0.099
H: -4.62873 -1.19716 0.06561  0.079
H: -4.62686 -1.87117 -1.51188  0.077
H: -4.90714 1.02753 -0.73354  0.130
H: -4.73324 0.59612 -2.47053  0.125
H: -2.73541 -0.19596 -2.34516  0.096
Cl: -3.13308 1.10165 3.31227  0.745
C: -3.26325 -0.56741 3.14167  -0.657
C: -4.37698 -1.27883 3.62596  -0.136
C: -4.77751 -2.48731 3.06311  -0.126
C: -3.87782 -3.09728 2.16880  -0.107
C: -2.56762 -2.56387 1.86774  -0.065
C: -2.29364 -1.24450 2.27749  -0.348
C: -1.11430 -0.54481 1.72040  -0.232
H: -4.95966 -0.87054 4.45497  0.100
H: -5.62402 -3.08827 3.42903  0.099
H: -4.12417 -3.99272 1.66456  0.070
H: -1.82552 -3.19418 1.48938  0.065
H: -0.29861 -1.22464 1.63022  0.010
H: -1.01962 0.30969 2.40201  -0.017

Computed properties:
charge: 0
molar mass: 902.05 g mol⁻¹
E_LUMO: -1.082 eV
gap between HOMO and LUMO: 5.03 eV
ΔE to the lowest compared entry with this formula, charge and spin: 0.102 eV

---

> Which of these has the lowest ΔE to the lowest compared entry with this formula, charge and spin?

C34H39Cl3F5N6O3SY

---

> Look up the charge of the second one.

+2

---

> The highest ΔE to the lowest compared entry with this formula, charge and spin belongs to which entry?

C34H39AlN8PS